No. 1
DFT (wB97M-V/def2-TZVPD) results for an isolated ion of composition C20H20NO2 and charge +1 in a non-equilibrium geometry.

Geometry as XYZ:
```
43
C20H20NO2, DFT wB97M-V/def2-TZVPD
C -3.99 3.79 3.00
C -2.76 3.84 2.35
C -2.40 2.83 1.44
C -3.31 1.79 1.21
O -2.93 0.70 0.42
C -1.99 -0.18 0.97
C -2.45 -1.24 1.73
C -1.54 -1.94 2.51
C -0.18 -1.62 2.51
C 0.67 -2.36 3.53
C 2.15 -2.48 3.22
C 2.75 -3.74 3.33
C 4.14 -3.90 3.30
C 4.96 -2.78 3.07
C 4.37 -1.53 2.86
C 2.97 -1.37 2.96
C 0.28 -0.70 1.55
C -0.62 0.07 0.82
C -4.57 1.77 1.82
C -4.89 2.76 2.74
H -4.25 4.58 3.72
H -2.05 4.65 2.53
H -1.44 2.83 0.92
H -3.51 -1.50 1.75
H -1.87 -2.79 3.11
H 0.26 -3.37 3.56
H 2.11 -4.60 3.51
H 4.58 -4.89 3.44
H 6.05 -2.89 3.03
H 5.00 -0.67 2.60
H 2.54 -0.37 2.85
H 1.35 -0.59 1.33
H -0.29 0.84 0.13
H -5.25 0.95 1.58
H -5.85 2.71 3.25
C -0.68 -1.74 5.64
N 0.61 -1.90 4.83
O 1.32 -2.90 5.61
H -1.09 -0.72 5.56
H -1.41 -2.49 5.33
H -0.42 -1.95 6.68
H 1.12 -1.01 4.94
H 1.92 -2.56 6.28
```

Computed properties:
Gap between HOMO and LUMO (eV): 8.27
SMILES: C[N@@H+](O)[C@H](c1ccccc1)c1ccc(Oc2ccccc2)cc1
Relative energy (zero: lowest compared OMol25 entry of this formula, charge and spin) (kJ/mol): 361.4
Net charge: +1
M (Da): 306.38

***

No. 2
DFT (wB97M-V/def2-TZVPD) results for C20H21ClN2O2PV as an isolated structure in a non-equilibrium geometry.

Geometry as XYZ:
```
48
C20H21ClN2O2PV, DFT wB97M-V/def2-TZVPD
V -0.48 -0.41 1.84
Cl 0.07 -2.62 2.10
C 0.00 1.36 2.11
O 0.18 2.52 2.28
P 0.05 0.13 -0.40
C -1.50 -0.24 -1.29
C 0.54 1.76 -1.07
C 1.29 -1.05 -1.03
C 1.74 1.95 -1.78
C 2.07 3.22 -2.28
C 1.19 4.29 -2.08
C -0.01 4.11 -1.38
C -0.33 2.84 -0.89
H 2.41 1.11 -1.96
H 3.00 3.35 -2.84
H 1.44 5.27 -2.49
H -0.70 4.94 -1.24
H -1.28 2.70 -0.38
C -2.44 -1.07 -0.64
C -3.63 -1.39 -1.29
C -3.89 -0.88 -2.57
C -2.96 -0.04 -3.21
C -1.77 0.27 -2.56
H -2.24 -1.47 0.36
H -4.36 -2.03 -0.79
H -4.83 -1.13 -3.07
H -3.17 0.36 -4.20
H -1.05 0.93 -3.06
C 1.10 -1.75 -2.23
C 2.10 -2.61 -2.70
C 3.28 -2.77 -1.97
C 3.46 -2.09 -0.76
C 2.46 -1.25 -0.28
H 0.18 -1.64 -2.80
H 1.96 -3.14 -3.64
H 4.07 -3.41 -2.35
H 4.39 -2.21 -0.19
H 2.59 -0.75 0.69
H -2.76 -3.50 1.70
H -2.02 -3.69 1.61
N 0.01 1.16 6.08
C -0.04 0.02 5.35
N -0.01 -1.15 6.02
O -0.11 0.05 4.09
H 0.02 1.16 7.08
H -0.01 2.03 5.59
H -0.02 -2.01 5.49
H 0.01 -1.21 7.03
```

Computed properties:
Gap between HOMO and LUMO (alpha / beta) (eV): 4.25 / 4.35
2S+1: 2
Net charge: +3
M (Da): 438.77

***

No. 3
DFT (wB97M-V/def2-TZVPD) results for C20H21ClN2O2PY as an isolated structure in a non-equilibrium geometry.

Geometry as XYZ:
```
48
C20H21ClN2O2PY, DFT wB97M-V/def2-TZVPD
Y -0.28 -1.31 2.35
Cl -1.27 -3.62 2.15
C 2.07 -1.22 1.77
O 3.21 -1.18 1.48
P -0.08 0.01 -0.36
C 0.56 1.62 -1.10
C 0.93 -1.26 -1.22
C -1.73 -0.24 -1.19
C 0.43 -2.54 -1.52
C 1.26 -3.51 -2.08
C 2.60 -3.25 -2.32
C 3.12 -1.99 -1.99
C 2.30 -1.01 -1.42
H -0.61 -2.78 -1.31
H 0.85 -4.50 -2.34
H 3.26 -4.02 -2.75
H 4.17 -1.78 -2.15
H 2.72 -0.05 -1.14
C 1.45 2.43 -0.37
C 1.88 3.65 -0.92
C 1.48 4.04 -2.21
C 0.64 3.23 -2.97
C 0.17 2.05 -2.39
H 1.81 2.12 0.62
H 2.54 4.29 -0.34
H 1.83 4.98 -2.64
H 0.33 3.52 -3.98
H -0.53 1.45 -2.97
C -1.83 -0.60 -2.54
C -3.08 -0.77 -3.13
C -4.24 -0.68 -2.36
C -4.14 -0.33 -1.00
C -2.90 -0.06 -0.43
H -0.94 -0.72 -3.15
H -3.14 -0.99 -4.20
H -5.21 -0.89 -2.81
H -5.03 -0.29 -0.39
H -2.83 0.25 0.62
H -0.72 3.67 2.36
H -1.39 3.40 2.32
N 0.05 -1.24 6.35
C 0.04 -0.19 5.51
N 0.10 1.03 6.05
O -0.03 -0.42 4.23
H 0.08 -1.11 7.35
H -0.05 -2.17 5.98
H 0.00 1.89 5.54
H 0.11 1.09 7.07
```

Computed properties:
Gap between HOMO and LUMO (eV): 6.31
Net charge: +2
M (Da): 476.73

***

No. 4
DFT (wB97M-V/def2-TZVPD) results for one molecule with the formula C20H21ClN2O5S in a non-equilibrium geometry.

Geometry as XYZ:
```
50
C20H21ClN2O5S, DFT wB97M-V/def2-TZVPD
C -3.73 -1.00 -5.04
C -3.22 -0.89 -3.83
C -1.75 -0.82 -3.55
N -1.42 0.38 -2.81
C -1.75 0.54 -1.47
C -1.67 1.81 -0.89
C -1.91 1.99 0.46
C -2.24 0.90 1.25
C -2.37 -0.36 0.68
C -2.13 -0.54 -0.66
H -2.23 -1.53 -1.07
H -2.65 -1.20 1.30
Cl -2.51 1.12 2.94
H -1.83 2.97 0.89
H -1.43 2.65 -1.51
S -0.21 1.39 -3.44
O 0.34 0.73 -4.58
O -0.71 2.72 -3.62
C 0.98 1.42 -2.09
C 1.25 0.25 -1.41
C 2.08 0.29 -0.30
C 2.69 1.48 0.08
C 2.45 2.64 -0.65
C 1.58 2.61 -1.73
H 1.34 3.50 -2.28
H 2.92 3.56 -0.36
H 3.34 1.50 0.94
C 2.25 -0.97 0.48
O 1.76 -2.03 0.16
O 2.94 -0.77 1.61
C 3.12 -1.87 2.49
H 2.60 -2.76 2.10
H 4.20 -2.08 2.55
C 2.66 -1.52 3.91
O 3.46 -1.57 4.83
N 1.37 -1.19 4.07
C 0.37 -1.16 3.03
H 0.34 -0.18 2.53
H -0.60 -1.33 3.49
H 0.54 -1.93 2.29
C 0.92 -0.75 5.38
H 0.49 0.25 5.30
H 1.78 -0.73 6.05
H 0.17 -1.43 5.77
H 0.80 -0.69 -1.70
H -1.41 -1.71 -3.01
H -1.19 -0.76 -4.49
H -3.86 -0.84 -2.96
H -4.79 -1.06 -5.21
H -3.10 -1.05 -5.92
```

Computed properties:
Gap between HOMO and LUMO (eV): 8.58
SMILES: C=CCN(c1ccc(Cl)cc1)S(=O)(=O)c1cccc(C(=O)OCC(=O)N(C)C)c1
Relative energy (zero: lowest compared OMol25 entry of this formula, charge and spin) (kJ/mol): 146.2
Net charge: 0
M (Da): 436.92

***

No. 5
DFT (wB97M-V/def2-TZVPD) results for one molecule with the formula C20H21F2N3O3.

Geometry as XYZ:
```
49
C20H21F2N3O3, DFT wB97M-V/def2-TZVPD
C -4.45 4.07 5.87
C -3.08 4.51 5.37
H -2.29 3.86 5.78
O -2.99 4.54 3.95
C -2.57 3.36 3.33
O -3.43 2.29 3.61
C -2.87 1.11 4.14
C -2.13 0.26 3.11
H -1.89 -0.71 3.54
H -2.76 0.12 2.24
H -1.20 0.74 2.80
H -2.20 1.36 4.98
H -3.72 0.56 4.53
C -2.55 3.68 1.82
N -1.58 2.90 1.09
C -1.93 1.94 0.20
O -3.08 1.71 -0.11
C -0.78 1.18 -0.38
C 0.49 1.72 -0.54
C 1.47 0.92 -1.10
N 2.78 1.21 -1.38
C 3.27 0.13 -1.91
N 2.37 -0.90 -2.00
C 1.19 -0.42 -1.48
C -0.09 -0.95 -1.35
C -1.05 -0.13 -0.80
H -2.07 -0.49 -0.69
H -0.33 -1.94 -1.69
C 2.63 -2.18 -2.50
C 2.11 -3.30 -1.85
C 2.38 -4.56 -2.35
C 3.18 -4.71 -3.48
C 3.70 -3.60 -4.12
C 3.43 -2.34 -3.63
H 3.83 -1.47 -4.13
H 4.32 -3.74 -4.99
F 3.44 -5.94 -3.96
F 1.88 -5.63 -1.73
H 1.52 -3.20 -0.96
H 4.28 0.03 -2.23
H 0.72 2.75 -0.29
H -0.61 3.01 1.35
H -3.53 3.44 1.40
H -2.35 4.75 1.70
H -1.54 3.11 3.67
H -2.88 5.54 5.68
H -4.67 3.06 5.54
H -4.47 4.11 6.96
H -5.21 4.74 5.48
```

Computed properties:
Gap between HOMO and LUMO (eV): 9.37
SMILES: CCOC(CNC(=O)c1ccc2c(c1)ncn2-c1ccc(F)c(F)c1)OCC
Relative energy (zero: lowest compared OMol25 entry of this formula, charge and spin) (kJ/mol): 140.8
Net charge: 0
M (Da): 389.40